Record 1
Computed, not measured: a single C4H7NO2 molecule at a distorted geometry, with wB97M-V/def2-TZVPD.

Positions of all 14 atoms, in Å:
N  0.939  0.347  2.015
C  1.272  0.726  0.751
O  1.934  1.717  0.505
C  0.771  -0.212  -0.334
C  -0.603  -0.791  -0.082
C  -1.744  -0.315  -1.028
O  -1.114  -1.548  -1.144
H  1.258  0.908  2.789
H  0.381  -0.476  2.180
H  1.524  -1.009  -0.451
H  0.772  0.333  -1.284
H  -1.345  -0.382  0.612
H  -1.475  0.553  -1.608
H  -2.804  -0.431  -0.751

As for the orbital gap: 10.33 eV. Its SMILES is NC(=O)C[C@H]1CO1.

Computed natural (NBO) charges, given in elementary charges: N -0.833; C 0.675; O -0.607; C -0.542; C -0.051; C -0.093; O -0.451; H 0.406; H 0.400; H 0.249; H 0.234; H 0.244; H 0.184; H 0.184

---

Record 2
Computed, not measured: a single C4H7NO2 molecule at a distorted geometry, with wB97M-V/def2-TZVPD.

Positions of all 14 atoms, in Å:
C  -1.592  1.383  0.069
C  -0.929  1.031  -1.184
C  0.346  0.192  0.493
C  1.372  -1.860  0.498
N  -1.076  0.902  1.097
O  0.366  0.718  -0.807
O  0.151  -1.123  0.708
H  -2.484  1.919  0.072
H  -1.615  0.238  -1.557
H  -0.794  1.897  -1.779
H  1.084  0.671  1.298
H  1.848  -1.267  -0.256
H  1.160  -2.818  0.076
H  2.164  -1.884  1.274

As for the orbital gap (spin up / spin down): 5.66 / 7.90 eV. The multiplicity is 3.

Computed natural (NBO) charges, given in elementary charges: C -0.335; C -0.083; C 0.513; C -0.266; N -0.159; O -0.514; O -0.530; H 0.221; H 0.179; H 0.208; H 0.193; H 0.182; H 0.205; H 0.186

---

Record 3
Computed, not measured: a gas-phase ion, C4H7NO2 (charge +1) at a distorted geometry, with wB97M-V/def2-TZVPD.

Positions of all 14 atoms, in Å:
O  -1.181  -1.608  0.695
C  -0.710  -0.486  0.770
N  -0.116  0.251  1.696
C  1.368  0.493  1.558
O  1.788  0.885  0.356
C  -1.081  0.271  -0.601
C  -0.234  -0.427  -1.664
H  1.763  -0.494  1.926
H  1.735  1.318  2.184
H  -0.833  1.334  -0.510
H  -2.163  0.270  -0.685
H  -0.539  -0.023  -2.646
H  0.849  -0.343  -1.454
H  -0.645  -1.440  -1.625

As for the orbital gap (spin up / spin down): 8.97 / 7.23 eV. Its net charge is +1. The multiplicity is 2.

Computed natural (NBO) charges, given in elementary charges: O -0.141; C 0.599; N -0.116; C -0.047; O -0.208; C -0.330; C -0.630; H 0.267; H 0.296; H 0.266; H 0.274; H 0.282; H 0.250; H 0.237

---

Record 4
Computed, not measured: a gas-phase ion, C4H7NO2S (charge -2) at a distorted geometry, with wB97M-V/def2-TZVPD.

Positions of all 15 atoms, in Å:
O  0.756  -1.627  2.302
C  1.030  -1.666  1.069
N  0.697  -1.023  0.000
C  -0.265  0.149  0.159
C  0.473  1.505  0.442
S  -0.397  3.038  0.008
C  -1.008  0.242  -1.224
O  -1.269  -1.038  -1.785
H  1.811  -2.428  0.903
H  -0.809  -1.759  -1.335
H  -0.940  -0.079  0.954
H  1.454  1.566  0.010
H  0.689  1.573  1.551
H  -1.964  0.849  -1.177
H  -0.257  0.699  -1.875

As for the orbital gap: 5.48 eV. Its net charge is -2. Its SMILES is [O-]/C=N\[C@H](CO)C[S-].

Computed natural (NBO) charges, given in elementary charges: O -0.828; C 0.451; N -0.707; C -0.116; C -0.528; S -0.786; C -0.061; O -0.798; H 0.021; H 0.487; H 0.173; H 0.178; H 0.183; H 0.177; H 0.154

---

Record 5
Computed, not measured: a gas-phase ion, C4H7NO2S (charge -2) at a distorted geometry, with wB97M-V/def2-TZVPD.

Positions of all 15 atoms, in Å:
O  1.094  -1.388  1.796
C  0.940  -0.589  0.889
C  -0.431  -0.135  0.450
C  -0.431  1.397  -0.039
S  0.525  2.554  0.953
N  -1.087  -0.931  -0.592
C  -0.396  -2.018  -1.395
O  -0.428  -1.740  -2.707
H  1.846  -0.159  0.423
H  -1.109  -0.197  1.300
H  -1.498  1.570  -0.004
H  0.065  1.349  -1.007
H  -1.349  -0.366  -1.392
H  -0.975  -2.993  -1.250
H  0.596  -2.266  -0.945

As for the orbital gap: 5.70 eV. Its net charge is -2. Its SMILES is O=C[C@@H](C[S-])NC[O-].

Computed natural (NBO) charges, given in elementary charges: O -0.607; C 0.468; C -0.164; C -0.531; S -0.754; N -0.706; C 0.145; O -0.976; H 0.118; H 0.167; H 0.179; H 0.191; H 0.372; H 0.037; H 0.062

---

Record 6
Computed, not measured: 2 unconnected molecules or ions with the total composition C4H7NO2S at a distorted geometry, with wB97M-V/def2-TZVPD.

Positions of all 15 atoms, in Å:
O  0.003  0.725  2.039
C  -0.356  0.277  0.973
N  -1.718  0.100  0.784
C  -2.282  -0.392  -0.406
O  -3.454  -0.557  -0.591
C  0.703  -0.255  -0.013
C  2.075  0.357  0.203
S  0.729  -0.383  -3.021
H  -2.343  0.318  1.541
H  -1.558  -0.404  -1.228
H  0.385  -0.115  -1.098
H  0.625  -1.347  0.077
H  2.501  0.002  1.134
H  2.057  1.445  0.324
H  2.632  0.230  -0.719

As for the orbital gap: 6.42 eV.

Computed natural (NBO) charges, given in elementary charges: O -0.553; C 0.679; N -0.650; C 0.535; O -0.535; C -0.392; C -0.627; S -0.131; H 0.429; H 0.127; H 0.160; H 0.252; H 0.240; H 0.231; H 0.234

---

Record 7
Computed, not measured: a molecular structure, C4H7NO2S at a distorted geometry, with wB97M-V/def2-TZVPD.

Positions of all 15 atoms, in Å:
C  1.267  -0.937  -0.237
C  -0.294  0.881  -0.916
C  0.997  0.538  -0.296
C  -1.735  -0.433  0.720
N  -0.754  0.622  0.454
O  2.426  -1.415  0.220
O  0.584  -1.750  -0.821
S  2.270  1.490  -0.024
H  -0.475  2.013  -1.256
H  -0.573  0.214  -1.648
H  -1.252  -1.357  0.933
H  -2.515  0.010  1.451
H  -2.366  -0.614  -0.151
H  -0.743  1.448  1.023
H  3.162  -0.709  0.549

As for the orbital gap: 8.64 eV.

Computed natural (NBO) charges, given in elementary charges: C 0.721; C -0.266; C -0.172; C -0.416; N -0.535; O -0.679; O -0.584; S -0.089; H 0.217; H 0.241; H 0.224; H 0.212; H 0.203; H 0.405; H 0.518

---

Record 8
Computed, not measured: a single C4H7NO2S molecule at a distorted geometry, with wB97M-V/def2-TZVPD.

Positions of all 15 atoms, in Å:
C  -0.783  0.539  -0.554
C  0.510  0.149  0.119
C  -0.882  0.258  -1.970
C  0.303  -0.504  1.547
N  1.096  -0.818  -0.741
O  -1.619  -0.461  -1.015
O  0.026  0.522  2.436
S  0.790  -0.467  -2.397
H  -1.329  1.459  -0.108
H  1.081  0.937  0.356
H  -1.182  1.092  -2.596
H  1.291  -0.830  1.681
H  -0.392  -1.266  1.669
H  1.973  -1.266  -0.673
H  -0.884  0.656  2.246

As for the orbital gap: 8.66 eV. Its SMILES is OC[C@H]1NS[C@H]2O[C@H]21.

Computed natural (NBO) charges, given in elementary charges: C 0.048; C -0.104; C -0.083; C -0.051; N -0.782; O -0.457; O -0.696; S 0.329; H 0.183; H 0.188; H 0.222; H 0.167; H 0.176; H 0.402; H 0.458